# 1
This record from the OMol25 dataset describes a single C21H28N4O4S molecule. The level of theory is ωB97M-V/def2-TZVPD.

CARTESIAN COORDINATES (ANGSTROEM)
C -8.3161 -1.5033 0.8702
C -7.8184 -0.1491 0.3808
C -6.6301 0.3396 1.2062
C -6.1359 1.7263 0.7949
C -5.3711 1.7506 -0.5303
N -4.1319 0.9869 -0.4517
C -4.0335 -0.2196 -1.0856
S -5.2021 -0.8772 -2.0422
N -2.8719 -0.9169 -0.9326
C -1.7947 -0.4815 -0.2082
C -0.6388 -1.2483 -0.0756
C 0.4294 -0.7599 0.6563
C 1.6211 -1.6483 0.8589
O 1.5105 -2.7288 1.4071
N 2.8073 -1.1800 0.4125
C 2.9876 0.0465 -0.3388
C 4.2019 -0.0947 -1.2512
N 5.3855 -0.3166 -0.4496
C 6.5202 0.3703 -0.7260
O 6.6483 1.1025 -1.6784
O 7.4844 0.1096 0.1819
C 8.7313 0.7729 -0.0288
C 8.7091 2.1964 0.5086
C 5.2266 -1.1165 0.7496
C 3.9931 -1.9951 0.6128
C 0.3435 0.4860 1.2826
C -0.8002 1.2438 1.1562
C -1.8756 0.7732 0.4054
C -3.0961 1.5765 0.2718
O -3.2262 2.6834 0.7465
H -8.6194 -1.4483 1.9139
H -7.5305 -2.2503 0.7796
H -9.1683 -1.8319 0.2805
H -8.6268 0.5827 0.4470
H -7.5316 -0.2394 -0.6672
H -6.9278 0.3785 2.2569
H -5.8139 -0.3835 1.1286
H -5.4830 2.1278 1.5718
H -6.9885 2.4004 0.6966
H -5.1007 2.7831 -0.7656
H -5.9713 1.3355 -1.3388
H -2.8351 -1.8136 -1.4006
H -0.5787 -2.2242 -0.5333
H 2.0944 0.2512 -0.9337
H 3.1509 0.8930 0.3403
H 4.3611 0.8157 -1.8331
H 4.0514 -0.9273 -1.9488
H 9.4648 0.1622 0.5018
H 8.9543 0.7789 -1.1004
H 9.6921 2.6438 0.3937
H 8.4380 2.1982 1.5618
H 7.9857 2.7880 -0.0467
H 5.1303 -0.4671 1.6296
H 6.1143 -1.7381 0.8861
H 4.1201 -2.6895 -0.2262
H 3.8370 -2.5876 1.5174
H 1.1662 0.8426 1.8821
H -0.8952 2.2080 1.6311

The value obtained for the relative energy (zero: lowest compared OMol25 entry of this formula, charge and spin) is 5.4 kJ/mol. The calculation puts the HOMO-LUMO gap at 8.5 eV. The HOMO energy comes out at -8.62 eV.



# 2
This record from the OMol25 dataset describes a molecular structure, C21H29AsCrN2O8Si2. The level of theory is ωB97M-V/def2-TZVPD.

CARTESIAN COORDINATES (ANGSTROEM)
Cr 0.0469 0.2572 -0.0929
O -1.8701 2.2182 2.8057
C -1.0975 1.7378 1.9964
O -1.3663 0.8582 1.0937
C 0.3528 2.1773 1.9897
C 0.8160 3.2101 2.7839
C 2.1473 3.5745 2.6809
C 2.9640 2.8816 1.7984
C 2.4288 1.8500 1.0464
N 1.1412 1.5101 1.1398
H 0.1156 3.6937 3.4493
H 2.5449 4.3841 3.2789
H 4.0108 3.1266 1.6885
H 3.0283 1.2507 0.3717
C 3.1902 -3.7233 -0.0499
Si 2.3878 -2.9468 1.4673
C 2.0358 -4.3354 2.6991
C 3.6161 -1.8097 2.3224
As 0.3871 -1.8309 1.0765
Si -0.8371 -3.3593 -0.1988
C -2.6476 -2.8836 -0.0661
C -0.2855 -3.3714 -1.9976
C -0.7032 -5.1427 0.4147
H 4.1515 -4.1688 0.2213
H 3.3696 -2.9807 -0.8266
H 2.5603 -4.5118 -0.4675
H 2.9618 -4.8520 2.9659
H 1.3332 -5.0752 2.3142
H 1.6078 -3.9128 3.6102
H 4.5415 -2.3531 2.5327
H 3.2039 -1.4617 3.2718
H 3.8507 -0.9445 1.7041
H -2.7894 -1.8269 -0.2887
H -3.0050 -3.0688 0.9488
H -3.2550 -3.4724 -0.7589
H -0.3562 -2.3628 -2.4014
H -0.9129 -4.0338 -2.6007
H 0.7503 -3.7098 -2.0795
H -0.9525 -5.2272 1.4732
H 0.2913 -5.5646 0.2628
H -1.4135 -5.7542 -0.1488
C -2.2696 1.4115 -3.0600
C -1.3668 0.9836 -1.9344
O -0.5679 1.8006 -1.4033
O -1.4067 -0.2100 -1.5239
H -2.1667 2.4764 -3.2501
H -3.3003 1.1700 -2.8035
H -2.0104 0.8481 -3.9569
O 3.3828 -0.3844 -0.6466
C 2.5748 -0.4172 -1.5762
O 1.3481 -0.0661 -1.5455
C 3.0278 -0.9648 -2.9188
C 2.1009 -1.2916 -3.9039
C 2.5226 -1.8186 -5.1125
C 3.8824 -1.9929 -5.3140
C 4.8288 -1.6719 -4.3536
C 4.3860 -1.1626 -3.1460
N 4.3410 -2.5410 -6.5970
O 3.5026 -2.8631 -7.4135
O 5.5369 -2.6644 -6.7706
H 1.0518 -1.1268 -3.7072
H 1.8242 -2.0917 -5.8884
H 5.8766 -1.8277 -4.5584
H 5.0818 -0.9200 -2.3547

The value obtained for the relative energy (zero: lowest compared OMol25 entry of this formula, charge and spin) is 2.8 kJ/mol. The calculation puts the HOMO-LUMO gap (spin up / spin down) at 5.9 / 6.0 eV. Its multiplicity is 2. The HOMO energy (spin up / spin down) comes out at -4.41 / -4.49 eV. As for the expectation value of S²: 0.81. As for the net charge: -1.



# 3
This record from the OMol25 dataset describes a molecular structure, C21H29AsN4O2ReSe4. The level of theory is ωB97M-V/def2-TZVPD.

CARTESIAN COORDINATES (ANGSTROEM)
Re -0.6831 1.6142 -0.3645
C -3.8314 4.3006 -1.3251
C -3.2140 3.0562 -0.7683
O -2.0193 3.1959 -0.3606
C -3.9739 1.8757 -0.7036
C -3.5696 0.7820 0.0459
C -4.5800 -0.1737 0.6062
N -2.2841 0.6481 0.3792
N -2.0651 -0.1487 1.5301
C -1.0195 0.2925 2.1126
O -0.2832 1.3125 1.6352
C -0.5678 -0.4368 3.3402
C 0.4306 0.1195 4.1337
C 0.9238 -0.5742 5.2363
C 0.4280 -1.8339 5.5448
C -0.5915 -2.3807 4.7710
C -1.0913 -1.6847 3.6766
H -3.3014 4.5734 -2.2397
H -4.8890 4.1621 -1.5554
H -3.7090 5.1218 -0.6176
H -4.9995 1.9056 -1.0438
H -5.5312 -0.0485 0.0926
H -4.2398 -1.2047 0.5157
H -4.7195 0.0198 1.6684
H 0.8127 1.1013 3.8810
H 1.6876 -0.1246 5.8592
H 0.8335 -2.3891 6.3824
H -1.0065 -3.3486 5.0280
H -1.8918 -2.0976 3.0726
Se -0.8867 1.8689 -2.7791
Se 0.2005 3.9194 -3.3734
Se -0.5140 5.7211 -2.0987
Se 0.8775 5.7824 -0.3485
N 2.2860 2.0073 -1.1480
N 1.2377 2.6099 -0.3702
H 3.1429 2.5222 -0.9766
H 2.0176 2.1661 -2.1150
H 1.1721 3.6333 -0.5270
H 1.4654 2.4824 0.6117
C -0.3929 -2.1734 -0.2221
As 0.5979 -0.5532 -0.5764
C 2.1399 -0.8784 0.5194
C 1.1067 -0.9925 -2.4058
C 2.1948 -2.0315 -2.5261
C 1.9333 -3.2750 -3.0947
C 2.9610 -4.1882 -3.3242
C 4.2656 -3.8703 -2.9768
C 4.5366 -2.6406 -2.3833
C 3.5118 -1.7323 -2.1616
H 0.1994 -3.0153 -0.5731
H -1.3403 -2.1340 -0.7520
H -0.5854 -2.2735 0.8398
H 2.5785 -1.8330 0.2471
H 1.7954 -0.9140 1.5519
H 2.8677 -0.0826 0.3951
H 1.3845 -0.0670 -2.8951
H 0.1794 -1.3181 -2.8699
H 0.9151 -3.5245 -3.3819
H 2.7410 -5.1399 -3.7942
H 5.0708 -4.5654 -3.1831
H 5.5535 -2.3825 -2.1127
H 3.7323 -0.7632 -1.7287

The value obtained for the relative energy (zero: lowest compared OMol25 entry of this formula, charge and spin) is 152.1 kJ/mol. The calculation puts the HOMO-LUMO gap (spin up / spin down) at 4.6 / 5.0 eV. Its multiplicity is 2. The HOMO energy (spin up / spin down) comes out at -6.23 / -6.21 eV. As for the expectation value of S²: 0.78.



# 4
This record from the OMol25 dataset describes a molecular structure, C21H29BaCl2O4. The level of theory is ωB97M-V/def2-TZVPD.

CARTESIAN COORDINATES (ANGSTROEM)
O -0.0149 0.2595 -0.4794
C 0.9480 0.1206 -1.5957
C 0.1609 1.0920 -2.4661
H 0.9518 -0.9071 -1.9860
H 1.9570 0.4701 -1.3154
C -0.8376 1.1648 -1.2881
H -0.2672 0.6119 -3.3482
H 0.7089 2.0206 -2.6953
C -2.1989 0.5617 -1.5649
H -2.1308 -0.4449 -1.9969
H -2.7609 1.2051 -2.2537
H -2.7676 0.4823 -0.6322
C -0.9113 2.5520 -0.7200
H 0.0951 2.9602 -0.5705
H -1.4358 2.5433 0.2396
H -1.4609 3.1983 -1.4152
Ba 0.3095 -1.0779 2.1373
C 1.0686 1.8578 3.9349
C 2.3102 1.1586 3.8806
C 2.8133 1.2651 2.5533
H 2.8190 0.6845 4.7156
C 1.8839 2.0257 1.7875
C 0.8168 2.4069 2.6491
H -0.0075 3.0716 2.3897
H 0.4564 2.0070 4.8193
H 3.7780 0.8903 2.2069
H 2.0020 2.3266 0.7478
C -2.1109 -0.2268 4.2952
C -2.1961 0.9915 3.5705
C -2.6672 0.7008 2.2643
H -2.0114 1.9871 3.9717
C -2.8700 -0.7081 2.1755
C -2.5248 -1.2817 3.4304
H -2.6278 -2.3287 3.7118
H -1.8653 -0.3234 5.3495
H -2.9241 1.4359 1.5030
H -3.2977 -1.2411 1.3208
O 0.5369 -0.9126 -4.4389
C -0.0118 -0.0388 -5.4658
C 0.3412 -0.5857 -6.8644
H 0.3827 0.9925 -5.3424
H -1.1088 -0.0024 -5.3206
C 1.3787 -1.7025 -6.5865
H 0.7292 0.2118 -7.5071
H -0.5715 -0.9791 -7.3284
C 1.2531 -1.9904 -5.0646
H 2.3902 -1.3444 -6.8185
H 1.1966 -2.6009 -7.1848
H 2.2419 -2.0663 -4.5813
H 0.6921 -2.9332 -4.9061
Cl 0.8338 -0.8413 5.9087
C 0.7598 -2.6137 5.9539
Cl -0.8723 -3.2873 5.7606
C 1.6276 -3.1699 4.7801
O 2.5204 -3.9219 5.1757
O 1.3179 -2.7639 3.5945
H 1.1715 -2.9623 6.9090

The value obtained for the relative energy (zero: lowest compared OMol25 entry of this formula, charge and spin) is 0.0 kJ/mol. The calculation puts the HOMO-LUMO gap at 5.4 eV. The HOMO energy comes out at -3.55 eV. As for the net charge: -1.